Formula: C53H55Cl5GeO3ReSe
Source: OMol25
Level of theory: wB97M-V/def2-TZVPD

Summary:
Lowest unoccupied orbital energy: -4.3385 eV

```
! wB97M-V def2-TZVPD RIJCOSX def2/J DEFGRID3
* xyz 1 1
Re 1.780 -0.567 -0.380
C -4.047 3.032 -4.684
C -3.569 1.593 -4.494
C -4.772 0.739 -4.066
C -3.031 1.075 -5.835
C -2.470 1.488 -3.436
C -1.965 0.255 -3.083
C -0.964 0.186 -2.126
Se -0.166 -1.469 -1.710
C -1.355 -2.266 -0.409
C -2.554 -2.687 -0.958
C -3.518 -3.314 -0.185
C -3.215 -3.539 1.155
C -2.020 -3.152 1.759
C -1.115 -2.491 0.939
O 0.108 -2.087 1.564
C -1.740 -3.438 3.240
C -1.638 -2.112 4.007
C -2.874 -4.254 3.872
C -0.442 -4.255 3.401
C -4.834 -3.745 -0.828
C -4.539 -4.759 -1.944
C -5.530 -2.511 -1.424
C -5.780 -4.395 0.181
C -0.402 1.281 -1.466
O 0.552 1.115 -0.537
C -0.896 2.553 -1.841
C -1.903 2.597 -2.802
C -0.408 3.830 -1.153
C -0.971 3.806 0.272
C -0.911 5.107 -1.837
C 1.125 3.903 -1.135
H -4.847 3.051 -5.425
H -3.247 3.682 -5.048
H -4.443 3.453 -3.756
H -5.572 0.817 -4.806
H -5.163 1.072 -3.101
H -4.508 -0.319 -3.978
H -3.805 1.142 -6.604
H -2.718 0.031 -5.766
H -2.173 1.666 -6.162
H -2.327 -0.653 -3.553
H -2.732 -2.523 -2.014
H -3.942 -4.054 1.762
H -2.591 -1.576 3.979
H -0.869 -1.455 3.603
H -1.395 -2.316 5.052
H -3.832 -3.730 3.834
H -2.637 -4.419 4.923
H -2.987 -5.234 3.400
H 0.455 -3.658 3.230
H -0.429 -5.107 2.718
H -0.387 -4.644 4.419
H -3.932 -4.321 -2.740
H -5.474 -5.102 -2.392
H -4.009 -5.629 -1.552
H -4.912 -2.017 -2.178
H -5.762 -1.780 -0.646
H -6.465 -2.808 -1.904
H -5.363 -5.317 0.595
H -6.714 -4.654 -0.318
H -6.022 -3.719 1.005
H -2.270 3.568 -3.087
H -2.063 3.848 0.245
H -0.611 4.668 0.841
H -0.678 2.897 0.793
H -1.998 5.199 -1.804
H -0.583 5.168 -2.878
H -0.500 5.969 -1.307
H 1.572 3.090 -0.567
H 1.443 4.848 -0.687
H 1.524 3.871 -2.154
Cl 7.607 -0.806 -4.539
C 6.374 -1.039 -3.376
C 5.198 -0.302 -3.464
Cl 4.946 0.846 -4.706
C 4.219 -0.511 -2.505
Cl 2.737 0.394 -2.523
C 4.363 -1.412 -1.463
O 3.397 -1.586 -0.531
C 5.541 -2.146 -1.383
Cl 5.718 -3.255 -0.096
C 6.541 -1.959 -2.335
Cl 7.988 -2.863 -2.225
C 0.945 -1.441 0.878
Ge 2.687 0.979 1.547
C 3.798 2.425 0.868
C 4.634 2.220 -0.228
C 5.487 3.218 -0.677
C 5.525 4.441 -0.019
C 4.722 4.650 1.094
C 3.865 3.648 1.536
C 3.844 -0.218 2.591
C 3.790 -1.609 2.627
C 4.610 -2.329 3.489
C 5.497 -1.666 4.324
C 5.566 -0.278 4.294
C 4.748 0.439 3.433
C 1.319 1.585 2.782
C 0.929 0.717 3.804
C 0.018 1.124 4.770
C -0.513 2.408 4.726
C -0.130 3.278 3.716
C 0.781 2.867 2.752
H 4.647 1.262 -0.730
H 6.129 3.038 -1.531
H 6.188 5.223 -0.365
H 4.762 5.594 1.624
H 3.258 3.830 2.413
H 3.121 -2.156 1.975
H 4.555 -3.411 3.503
H 6.137 -2.227 4.993
H 6.259 0.247 4.940
H 4.821 1.522 3.421
H 1.366 -0.276 3.873
H -0.270 0.446 5.563
H -1.218 2.729 5.482
H -0.539 4.281 3.678
H 1.061 3.556 1.965
*
```

Here are the Löwdin charges for atoms 1 to 99, given in e: number 1, Re, carries 1.1394; number 2, C, carries -0.0601; number 3, C, carries -0.5552; number 4, C, carries -0.0451; number 5, C, carries -0.0405; number 6, C, carries -0.1577; number 7, C, carries -0.0622; number 8, C, carries -0.3972; number 9, Se, carries 1.2457; number 10, C, carries -0.3225; number 11, C, carries -0.0572; number 12, C, carries -0.1368; number 13, C, carries 0.0628; number 14, C, carries -0.0668; number 15, C, carries -0.1417; number 16, O, carries 0.0081; number 17, C, carries -0.5181; number 18, C, carries -0.0286; number 19, C, carries -0.0598; number 20, C, carries -0.0269; number 21, C, carries -0.5511; number 22, C, carries -0.0357; number 23, C, carries -0.0340; number 24, C, carries -0.0575; number 25, C, carries -0.3612; number 26, O, carries -0.3759; number 27, C, carries -0.0710; number 28, C, carries 0.0561; number 29, C, carries -0.5212; number 30, C, carries -0.0380; number 31, C, carries -0.0588; number 32, C, carries -0.0360; number 33, H, carries 0.0899; number 34, H, carries 0.0898; number 35, H, carries 0.0928; number 36, H, carries 0.0903; number 37, H, carries 0.0947; number 38, H, carries 0.0644; number 39, H, carries 0.0898; number 40, H, carries 0.0793; number 41, H, carries 0.0925; number 42, H, carries 0.1060; number 43, H, carries 0.0989; number 44, H, carries 0.0916; number 45, H, carries 0.1003; number 46, H, carries 0.0557; number 47, H, carries 0.0969; number 48, H, carries 0.0903; number 49, H, carries 0.0922; number 50, H, carries 0.0968; number 51, H, carries 0.0741; number 52, H, carries 0.0974; number 53, H, carries 0.0909; number 54, H, carries 0.0804; number 55, H, carries 0.0918; number 56, H, carries 0.0948; number 57, H, carries 0.0630; number 58, H, carries 0.0972; number 59, H, carries 0.0937; number 60, H, carries 0.0922; number 61, H, carries 0.0920; number 62, H, carries 0.0927; number 63, H, carries 0.0889; number 64, H, carries 0.0991; number 65, H, carries 0.0917; number 66, H, carries 0.0626; number 67, H, carries 0.0850; number 68, H, carries 0.0952; number 69, H, carries 0.0902; number 70, H, carries 0.0441; number 71, H, carries 0.0926; number 72, H, carries 0.0964; number 73, Cl, carries 0.7337; number 74, C, carries -0.6931; number 75, C, carries -0.6985; number 76, Cl, carries 0.7439; number 77, C, carries -0.5617; number 78, Cl, carries 0.8383; number 79, C, carries -0.4139; number 80, O, carries -0.2924; number 81, C, carries -0.6012; number 82, Cl, carries 0.7903; number 83, C, carries -0.6793; number 84, Cl, carries 0.7407; number 85, C, carries -0.3374; number 86, Ge, carries 1.0113; number 87, C, carries -0.3136; number 88, C, carries -0.1199; number 89, C, carries -0.0666; number 90, C, carries -0.0703; number 91, C, carries -0.0676; number 92, C, carries -0.1092; number 93, C, carries -0.2986; number 94, C, carries -0.1383; number 95, C, carries -0.0862; number 96, C, carries -0.0761; number 97, C, carries -0.0707; number 98, C, carries -0.0967; number 99, C, carries -0.2824